[1]
ORCA calculation (ωB97M-V with the def2-TZVPD basis set) on a cluster of 2 separate species, C5H12S2 in total at a distorted geometry.

```
19
Properties=species:S:1:pos:R:3:forces:R:3
S 0.992998 0.169071 2.013459 -0.015 -0.285 0.026
S -0.725332 1.023130 -2.142267 0.173 0.000 0.587
C 0.286294 -1.371988 -1.151017 0.509 0.379 -0.006
C -0.004350 1.575018 1.789029 -0.815 0.724 -0.100
C 0.115484 -2.648895 -0.340217 -0.189 -0.078 -1.126
C -0.917490 -0.459402 -1.175295 -0.546 0.065 -0.280
C 0.504490 2.482822 0.658122 0.646 -0.035 0.688
H 1.016878 -3.252068 -0.359869 0.539 0.373 0.667
H 0.665634 -1.540367 -2.161053 -0.322 -0.208 -0.103
H -1.276544 -0.152862 -0.188079 0.256 -0.039 0.239
H -1.846675 -0.930095 -1.541894 0.207 -0.192 -0.372
H 0.312330 1.888554 -0.236837 -0.240 0.214 -0.748
H 1.588208 2.584002 0.750772 0.028 0.091 -0.268
H -0.234442 -2.348102 0.642058 0.082 -0.597 0.271
H -1.080046 1.438213 1.642403 0.054 -0.617 -0.091
H 1.082599 -0.746893 -0.720445 0.050 -0.175 0.353
H -0.541788 -3.358981 -0.854434 -0.659 0.413 0.294
H 0.012714 2.178748 2.710626 0.458 0.034 0.053
H 0.049034 3.470102 0.664933 -0.217 -0.064 -0.084
```
Forces are in eV/Å.

HOMO energy = -0.28535 hartree
frontier orbital gap = 3.66 eV
E_tot = -27045.182 eV
relative energy (zero: lowest compared OMol25 entry of this formula, charge and spin) = 486.2 kJ/mol

***

[2]
ORCA calculation (ωB97M-V with the def2-TZVPD basis set) on a cluster of 2 separate species, C5H12S2 in total.

```
19
Properties=species:S:1:pos:R:3:forces:R:3
S -1.474122 -0.470074 -0.575195 -0.133 0.204 0.093
S 0.000193 -1.461875 -1.639439 0.061 -0.107 -0.071
C 1.069260 1.547293 2.102211 -0.370 0.234 0.283
C 2.350825 1.908565 1.423789 -0.150 -0.202 -0.322
C -0.882923 1.232661 -0.784246 -0.052 -0.308 -0.072
C 0.042317 -2.992658 -0.680379 -0.183 0.002 0.043
C 0.095469 2.407851 2.386880 0.362 -0.201 -0.071
H 2.318605 2.934527 1.061052 0.091 0.083 0.084
H -0.954247 -3.428866 -0.628813 0.008 0.018 -0.002
H -1.005871 1.537887 -1.820307 0.118 0.047 -0.018
H -0.745560 2.109124 2.996552 -0.180 -0.012 -0.180
H 0.133235 3.431404 2.032379 0.039 0.088 0.166
H 3.188246 1.784501 2.110213 0.052 0.097 0.048
H 0.427384 -2.847376 0.325574 0.053 0.104 0.003
H -1.496796 1.869259 -0.152244 -0.059 -0.047 0.070
H 2.560170 1.261039 0.568722 -0.050 -0.055 -0.002
H 0.676516 -3.685011 -1.226707 0.125 -0.006 -0.052
H 0.149004 1.296665 -0.455590 0.045 0.097 -0.076
H 0.925856 0.517820 2.416194 0.223 -0.038 0.075
```
Forces are in eV/Å.

HOMO energy = -0.29183 hartree
frontier orbital gap = 8.66 eV
structure (SMILES) = C=CC.CSSC
E_tot = -27049.245 eV
relative energy (zero: lowest compared OMol25 entry of this formula, charge and spin) = 94.1 kJ/mol

***

[3]
ORCA calculation (ωB97M-V with the def2-TZVPD basis set) on a cluster of 2 separate species, C5H12Si in total at a distorted geometry.

```
18
Properties=species:S:1:pos:R:3:forces:R:3
Si -0.460628 1.262492 -0.724529 0.278 -3.229 -0.708
C 1.218030 0.503247 -0.320050 -1.021 -0.355 -0.052
C -0.675709 3.004544 -1.315424 -1.582 0.428 1.644
C -0.460277 -1.492603 0.598566 0.583 0.634 -0.184
C 0.446863 -2.537958 1.341457 0.938 2.202 -0.915
C -0.019594 -0.032177 0.614340 1.849 1.373 1.592
H 1.193765 -2.902036 0.595744 -0.473 -0.434 1.141
H -1.306596 -1.634773 1.195411 -1.988 0.754 0.594
H -1.408604 3.646402 -0.787036 0.454 -0.507 0.155
H -0.947102 3.142833 -2.324443 -0.170 -0.518 -1.392
H -0.786398 -1.585998 -0.429319 0.224 -1.312 -0.329
H 1.691176 -0.267722 -0.938921 -0.169 0.351 0.063
H -1.787412 -0.713345 -2.217228 0.834 1.397 0.812
H 0.292508 0.256926 1.661522 -0.901 0.104 -0.981
H 1.967353 1.110823 0.234323 -0.647 -0.467 -0.315
H 0.963060 -1.904578 2.128389 -0.255 -1.046 -0.744
H -0.214360 -3.239000 1.867668 0.662 -0.271 -0.575
H 0.293924 3.382922 -1.180471 1.384 0.893 0.192
```
Forces are in eV/Å.

HOMO energy (spin up / spin down) = -0.32145 / -0.27619 hartree
frontier orbital gap (spin up / spin down) = 8.53 / 7.30 eV
E_tot = -13251.315 eV
relative energy (zero: lowest compared OMol25 entry of this formula, charge and spin) = 522.5 kJ/mol

***

[4]
ORCA calculation (ωB97M-V with the def2-TZVPD basis set) on a cluster of 2 separate species, C5H12Si in total at a distorted geometry.

```
18
Properties=species:S:1:pos:R:3:forces:R:3
Si 1.689617 -0.490200 0.813766 0.728 0.499 -0.118
C -0.963814 -0.002784 0.369013 3.087 1.165 -1.435
C 1.437907 1.303804 -1.337643 -0.969 -0.588 -3.683
C -1.686946 -0.334039 1.534236 -1.064 1.937 0.942
C 1.215386 1.238271 0.099611 -0.595 -1.431 1.056
C -1.481614 -0.328479 -0.941811 -0.319 3.568 -0.413
H -2.188983 -1.261415 1.540299 -1.417 -1.070 -0.579
H -2.438421 0.599004 1.562960 1.268 -1.850 0.166
H 1.047182 -0.541746 2.126815 0.177 -0.209 0.421
H 1.229572 -1.716840 0.071313 0.043 0.134 -0.094
H 3.244884 -0.789706 0.988664 -1.343 0.527 -0.168
H -1.084310 -0.389692 2.418906 0.343 0.767 0.609
H 1.190179 0.333214 -1.975436 0.914 1.243 1.195
H -2.566702 -0.280770 -0.893429 -0.282 -0.670 -0.711
H -1.043009 0.342576 -1.770342 -0.841 -0.720 1.287
H 2.579624 1.474022 -1.416114 -1.607 -0.104 0.009
H -1.021816 -1.234077 -1.161762 0.417 -2.359 -0.376
H 0.841256 2.078855 -2.029046 1.461 -0.837 1.891
```
Forces are in eV/Å.

HOMO energy = -0.27440 hartree
frontier orbital gap = 6.80 eV
E_tot = -13248.727 eV
relative energy (zero: lowest compared OMol25 entry of this formula, charge and spin) = 772.2 kJ/mol

***

[5]
ORCA calculation (ωB97M-V with the def2-TZVPD basis set) on a cluster of 2 separate species, C5H12Si in total at a distorted geometry.

```
18
Properties=species:S:1:pos:R:3:forces:R:3
Si -1.625240 -2.160843 -1.690618 0.495 -0.902 0.945
C 0.052239 1.119180 0.704717 -0.357 0.394 1.615
C -0.725881 2.342207 1.117368 0.285 1.720 -1.463
C 1.354951 0.918949 0.803580 -0.923 -1.661 -0.265
C -1.241386 -2.349273 0.043778 -3.203 -0.364 -2.160
C 1.898360 -0.473049 0.610254 0.649 0.152 -2.249
H 1.057321 -1.117315 0.447802 -0.353 -0.404 0.016
H 2.460784 -0.940542 1.416079 0.318 0.493 0.047
H -2.096481 -2.666461 0.672202 0.698 -0.145 -0.156
H -0.598816 0.302994 0.490044 -0.163 -0.565 -0.297
H 1.961653 1.741068 1.002325 1.287 1.165 0.559
H -2.689242 -2.855173 -2.621939 1.008 0.504 1.089
H -1.814317 2.084500 1.096617 0.915 0.510 0.386
H -0.400084 2.904460 2.063151 -0.505 -1.158 -1.302
H -0.544206 3.058389 0.236417 -0.624 -0.448 1.335
H -0.429505 -1.703440 -2.432410 -0.324 0.185 -0.273
H -0.757936 -1.506779 0.447586 1.053 0.412 0.551
H 2.455826 -0.552107 -0.394509 -0.258 0.112 1.623
```
Forces are in eV/Å.

HOMO energy = -0.32254 hartree
frontier orbital gap = 8.59 eV
structure (SMILES) = C=[SiH2].C/C=C/C
E_tot = -13253.137 eV
relative energy (zero: lowest compared OMol25 entry of this formula, charge and spin) = 346.7 kJ/mol

***

[6]
ORCA calculation (ωB97M-V with the def2-TZVPD basis set) on an isolated molecule of C5H12Si2 at a distorted geometry.

```
19
Properties=species:S:1:pos:R:3:forces:R:3
Si 1.839428 -0.989233 -0.499370 -3.020 0.578 -1.354
Si 3.314690 0.548784 0.314202 1.099 1.010 0.430
C -2.208453 0.799472 0.039569 -2.217 2.342 0.303
C -0.930736 0.692528 -0.837844 0.191 0.733 1.459
C -1.033750 -1.097143 0.764427 -0.228 3.627 -3.721
C -0.227423 -0.491660 -0.145828 2.062 -0.583 0.109
C -2.429592 -0.547473 0.821921 0.424 0.026 -4.306
H 3.093708 1.846278 -0.616883 0.212 -1.359 1.307
H -1.176877 0.580917 -1.891090 -0.010 -0.590 -0.091
H 2.020330 -2.462903 -0.406799 0.102 0.257 0.366
H -0.391488 1.688546 -0.821288 -0.098 -1.255 0.245
H 4.719706 0.005075 0.045272 -0.725 0.337 -0.053
H 2.154153 -0.658728 -1.994912 -0.445 -0.326 0.973
H -3.122043 -1.139251 0.116541 0.910 0.330 1.238
H -3.048919 1.101544 -0.629783 0.185 -0.972 0.231
H 3.333249 0.763252 1.852053 -0.232 0.163 -1.196
H -0.771297 -1.778001 1.425173 1.507 -3.486 2.707
H -2.822222 -0.610363 1.783066 -0.851 0.646 1.639
H -2.312461 1.748357 0.681574 1.131 -1.478 -0.286
```
Forces are in eV/Å.

HOMO energy = -0.32812 hartree
frontier orbital gap = 9.78 eV
structure (SMILES) = [SiH3][SiH2]C1=CCCC1
E_tot = -21131.668 eV
relative energy (zero: lowest compared OMol25 entry of this formula, charge and spin) = 252.2 kJ/mol